Record 1
{"formula": "C39H40BFINO", "method": "ωB97M-V with the def2-TZVPD basis set", "gap_ha": 0.322, "smiles": "O=C(I)CB(CCF)c1ccccn1.c1ccccc1.c1ccccc1.c1ccccc1.c1ccccc1.c1ccccc1", "homo_ha": -0.3386, "lumo_energy_ha": -0.017, "elements": ["I", "F", "O", "N", "C", "C", "C", "C", "C", "C", "C", "C", "C", "C", "C", "C", "C", "C", "C", "C", "C", "C", "C", "C", "C", "C", "C", "C", "C", "C", "C", "C", "C", "C", "C", "C", "C", "C", "C", "C", "C", "C", "C", "B", "H", "H", "H", "H", "H", "H", "H", "H", "H", "H", "H", "H", "H", "H", "H", "H", "H", "H", "H", "H", "H", "H", "H", "H", "H", "H", "H", "H", "H", "H", "H", "H", "H", "H", "H", "H", "H", "H", "H", "H"], "coordinates": [[-0.5716, 3.0277, 2.2121], [1.8517, -0.2123, -1.9627], [2.1470, 2.1081, 2.8460], [4.7504, 1.4877, 0.6442], [-6.5669, 0.4211, 0.4501], [6.2529, -0.9845, -0.1436], [-5.7463, 2.8232, -0.6824], [0.1532, -2.7277, 8.0420], [1.7609, 1.7143, 0.4580], [-0.1175, -0.2257, -4.5278], [5.4152, 2.9069, -4.1464], [-4.0568, -3.5282, 1.6982], [-6.9485, 2.2458, -1.0730], [-1.4295, -1.4839, 6.1249], [-4.9552, 2.1998, 0.2748], [-3.2665, -4.1499, 2.6582], [-3.6494, -2.3249, 1.1352], [-2.4470, -1.7478, 1.5263], [4.4705, 2.1818, -3.4304], [1.4282, 2.1683, 1.9091], [-7.3564, 1.0427, -0.5098], [0.5648, -1.5293, 7.4717], [1.6085, -1.4395, -1.2409], [4.0395, 2.7524, -6.1158], [-0.3061, 0.8878, -3.7181], [3.0930, 2.0304, -5.3988], [4.7719, -0.9686, -0.0527], [6.1052, 1.5032, 0.5698], [-2.3824, 1.3546, -4.8439], [-1.6553, -2.3710, 2.4829], [-1.4365, 1.6802, -3.8793], [-0.2272, -0.9060, 6.5147], [-2.0669, -3.5695, 3.0528], [5.1983, 3.1949, -5.4889], [-2.1964, 0.2379, -5.6500], [-1.0467, -3.3083, 7.6482], [4.1640, 0.2994, 0.3224], [-5.3674, 1.0013, 0.8447], [-1.8367, -2.6870, 6.6887], [6.8439, 0.3165, 0.1693], [1.6480, -1.0386, 0.2816], [3.3074, 1.7471, -4.0553], [-1.0616, -0.5492, -5.4951], [2.5477, 0.3072, 0.3653], [0.6405, -1.8844, -1.5725], [2.5704, 1.1878, -3.4964], [6.3212, 3.2479, -3.6586], [0.4269, 1.1380, -2.9643], [-4.0157, 2.6490, 0.5778], [5.9332, 3.7636, -6.0467], [-2.7718, -3.1408, 6.3802], [7.9588, 0.3997, 0.1231], [-0.9132, -1.4164, -6.1284], [3.8736, 2.9713, -7.1644], [2.1872, 1.6879, -5.8867], [6.8383, -1.8766, -0.4414], [2.4416, -2.1282, -1.5412], [-3.5855, -5.0873, 3.0992], [-2.0486, -0.9969, 5.3804], [-1.5808, 2.5523, -3.2517], [0.7679, -3.2101, 8.7931], [1.5037, -1.0798, 7.7739], [-7.5671, 2.7330, -1.8176], [4.1889, -1.8872, -0.2941], [0.0926, 0.0306, 6.0724], [6.6365, 2.4547, 0.7899], [-2.1264, -0.8103, 1.0844], [-5.4261, 3.7597, -1.1243], [-4.9917, -3.9818, 1.3895], [2.3617, 2.5055, -0.0622], [2.0081, -1.8541, 0.9577], [4.6404, 1.9554, -2.3827], [-3.2651, 1.9712, -4.9679], [-1.4523, -4.0518, 3.8040], [0.7922, 1.6013, -0.1051], [-2.9357, -0.0184, -6.3999], [-0.7160, -1.9213, 2.7859], [-1.3656, -4.2456, 8.0895], [-4.7531, 0.5185, 1.5962], [-6.8862, -0.5163, 0.8912], [-4.2681, -1.8372, 0.3906], [0.5825, -0.8188, 0.5744], [-8.2913, 0.5892, -0.8186], [0.7665, -0.8415, -4.4044]], "forces_ev_per_a": [[0.050, -0.114, -0.159], [-0.290, -1.020, 0.420], [-0.309, -0.068, -0.405], [1.750, -1.198, -0.686], [0.020, 0.027, -0.019], [-2.507, 2.911, 0.811], [-0.019, -0.036, 0.001], [-0.015, 0.007, -0.038], [-0.770, 0.084, -0.336], [-0.028, 0.002, 0.007], [-0.024, -0.006, -0.027], [0.018, 0.014, 0.029], [0.034, -0.019, 0.022], [0.026, 0.004, 0.008], [0.006, 0.011, 0.005], [0.020, 0.053, -0.012], [-0.011, -0.027, -0.012], [0.015, -0.006, -0.006], [0.001, -0.001, 0.001], [0.899, -0.285, -0.699], [0.009, 0.004, 0.002], [-0.013, -0.018, 0.005], [0.651, -0.179, 0.577], [0.009, 0.001, 0.025], [-0.118, 0.093, -0.049], [0.032, 0.018, -0.007], [3.012, 1.529, 0.185], [-0.304, -1.983, -0.666], [0.020, -0.024, 0.002], [0.006, 0.011, -0.017], [-0.023, -0.038, -0.043], [-0.012, -0.022, -0.007], [-0.014, -0.048, -0.023], [-0.017, -0.031, 0.025], [0.028, 0.024, 0.022], [0.022, 0.031, -0.015], [-1.610, -1.627, -0.240], [0.004, 0.006, -0.018], [0.006, -0.006, 0.016], [0.086, -0.799, -0.007], [-0.608, 0.022, -0.428], [0.047, 0.050, -0.050], [-0.010, 0.006, 0.011], [0.327, 0.070, 0.277], [0.698, 0.650, 0.175], [0.077, 0.014, -0.055], [-0.039, -0.010, -0.017], [-0.088, 0.019, -0.049], [-0.046, -0.026, -0.008], [-0.027, -0.030, 0.020], [0.038, 0.034, 0.006], [-1.117, -0.029, 0.027], [-0.012, 0.036, 0.032], [0.005, -0.001, 0.051], [0.019, 0.017, 0.043], [-0.400, 0.849, 0.290], [-0.755, 0.644, 0.296], [0.013, 0.040, -0.019], [0.025, -0.035, 0.017], [0.008, -0.044, -0.024], [-0.021, 0.017, -0.037], [-0.049, -0.014, -0.009], [0.026, -0.024, 0.026], [0.418, 1.084, 0.384], [-0.016, -0.036, 0.020], [-0.470, -0.875, -0.135], [-0.035, -0.015, 0.017], [-0.012, -0.040, 0.022], [0.042, 0.026, 0.015], [-0.443, -0.406, 0.747], [-0.179, 0.461, -0.772], [-0.015, 0.007, -0.031], [0.034, -0.032, 0.012], [-0.019, 0.039, -0.022], [0.881, 0.235, 0.577], [0.036, 0.015, 0.025], [-0.050, -0.014, 0.027], [0.009, 0.043, -0.014], [-0.020, 0.016, -0.030], [0.011, 0.041, -0.008], [0.037, -0.013, 0.018], [1.015, -0.141, -0.113], [0.040, 0.027, 0.019], [-0.015, 0.045, -0.001]]}

Record 2
{"formula": "C5H7NO2", "method": "ωB97M-V with the def2-TZVPD basis set", "spin_multiplicity": 3, "gap_ha": [0.172, 0.267], "s_squared": 2.007, "homo_ha": [-0.1444, -0.3864], "lumo_energy_ha": [0.028, -0.119], "elements": ["O", "O", "N", "C", "C", "C", "C", "C", "H", "H", "H", "H", "H", "H", "H"], "coordinates": [[1.4709, -1.3471, 0.4072], [3.1062, -0.0833, -0.4678], [0.9093, 0.6087, -0.5843], [0.0395, -1.2145, 0.6777], [0.2769, 1.3252, 0.4827], [-1.6215, 0.0996, -0.9123], [1.9624, -0.2541, -0.2078], [-0.4301, 0.0545, 0.0422], [-2.4658, -0.5309, -0.5068], [-1.3179, -0.2810, -1.8946], [0.7360, 1.4475, 1.4709], [-0.3973, -2.1995, 0.2722], [-0.0354, -0.9617, 1.8295], [-1.8903, 1.1277, -0.8417], [-0.3430, 2.2088, 0.2328]], "forces_ev_per_a": [[0.273, -0.124, 0.318], [1.327, 0.049, -0.770], [3.772, 1.770, 0.258], [-0.889, 0.537, 0.135], [0.116, 2.116, 0.365], [0.436, -1.199, 2.005], [-0.980, 0.112, 0.162], [-4.737, -4.835, 0.092], [0.846, 0.620, -0.521], [-0.260, 0.457, -0.097], [0.251, -0.415, -0.489], [0.163, 1.776, 1.075], [0.240, -0.975, -1.364], [-0.784, 0.768, -0.941], [0.225, -0.659, -0.228]]}

Record 3
{"formula": "H20NO8", "method": "ωB97M-V with the def2-TZVPD basis set", "gap_ha": 0.408, "charge": 1, "homo_ha": -0.5282, "lumo_energy_ha": -0.120, "elements": ["O", "O", "O", "O", "O", "O", "O", "O", "N", "H", "H", "H", "H", "H", "H", "H", "H", "H", "H", "H", "H", "H", "H", "H", "H", "H", "H", "H", "H"], "coordinates": [[0.2510, 0.7301, 3.5884], [0.7373, 1.8319, 1.0568], [-2.1422, -1.2544, -2.3548], [1.1753, 2.4922, -2.0767], [2.3495, -0.8180, 1.6162], [1.5832, -3.3044, -1.9708], [-2.3601, 0.7835, -0.2491], [-1.9171, -0.4164, 2.0260], [0.1908, -0.0616, -0.5436], [-2.0611, 0.1919, 1.2761], [2.2583, -3.6743, -2.4766], [2.4579, -1.6377, 2.0604], [0.4063, -1.1579, -0.6281], [2.0053, 2.8566, -1.6426], [-1.5447, -1.2115, 1.6605], [-2.9275, 0.4108, -0.9090], [1.8012, -0.1780, 2.1994], [0.8184, -3.3867, -2.7094], [-0.2851, 0.0880, 0.4928], [-0.6036, 0.5513, 3.0956], [-0.5271, 0.0608, -1.3398], [-1.5133, -1.7006, -3.0033], [0.0043, 1.1948, 4.3731], [1.5297, 2.2029, -2.8726], [-2.5557, 1.6085, -0.0262], [0.6381, 1.6889, 2.0571], [1.6512, 2.1467, 0.9683], [-2.3959, -0.5736, -2.9113], [0.9755, 0.5363, -0.7568]], "forces_ev_per_a": [[-0.799, -0.441, -1.901], [0.329, 0.277, 2.003], [2.591, -2.607, -0.002], [0.957, 1.099, 3.222], [-1.632, 2.900, 0.086], [-4.887, 0.834, -1.748], [2.039, -4.964, -1.039], [0.526, 0.951, 0.566], [-2.898, -4.063, 0.301], [-0.509, -0.642, 0.025], [2.407, -1.029, -1.015], [0.033, -0.939, 0.950], [0.194, 3.060, 0.339], [-1.666, -0.379, -0.542], [0.009, -0.711, -0.120], [-0.791, -0.046, -0.273], [1.452, -1.982, -0.986], [2.378, 0.273, 2.787], [1.911, 0.034, -3.666], [0.835, -0.251, 0.933], [0.965, 0.067, 1.967], [-1.122, 0.223, 1.477], [-0.192, 0.471, 0.899], [0.784, -0.871, -2.698], [-1.760, 5.732, 0.966], [0.209, 0.353, -1.399], [-0.342, -0.007, 0.068], [-1.417, 2.492, -1.694], [0.397, 0.168, 0.496]]}

Record 4
{"formula": "C4H8N3S", "method": "ωB97M-V with the def2-TZVPD basis set", "gap_ha": [0.264, 0.269], "smiles": "C[C@@H]1N=[N+]=C(C[S-])[NH2+]1", "charge": 1, "homo_ha": [-0.5024, -0.4873], "lumo_energy_ha": [-0.238, -0.218], "elements": ["S", "N", "N", "N", "C", "C", "C", "C", "H", "H", "H", "H", "H", "H", "H", "H"], "coordinates": [[0.7780, -3.3755, -1.9680], [-1.3023, -0.8968, -0.6929], [0.5918, 0.0204, 0.2172], [-1.7403, -0.0077, 0.1588], [-0.5574, 1.4888, 1.8763], [-0.0418, -0.7696, -0.9332], [0.8374, -1.4686, -1.8675], [-0.7066, 0.8737, 0.5270], [1.4829, 0.4944, 0.0425], [-0.8075, 0.8352, 2.7704], [-1.2100, 2.3802, 1.9743], [1.8801, -1.0848, -1.8057], [0.4416, -1.4300, -2.8443], [-0.7665, 1.7319, -0.3181], [0.6826, -0.5641, 1.0657], [0.4380, 1.7724, 1.7976]], "forces_ev_per_a": [[0.116, 1.344, 0.721], [-0.988, 0.645, -0.679], [-1.660, -0.021, -0.541], [-0.745, -0.900, 0.635], [-2.756, -0.479, 1.041], [2.027, -0.945, 1.393], [0.979, -1.599, 0.746], [0.783, 2.088, -2.182], [-0.381, 0.106, -0.166], [0.604, 0.476, -1.262], [0.500, -0.486, -0.150], [-0.762, -0.404, -0.320], [-0.355, 0.894, -1.513], [0.486, -1.660, 1.723], [0.275, -0.108, -0.455], [1.878, 1.050, 1.008]]}

Record 5
{"formula": "CHI2O3P", "method": "ωB97M-V with the def2-TZVPD basis set", "spin_multiplicity": 3, "gap_ha": [0.122, 0.206], "charge": -2, "s_squared": 2.017, "homo_ha": [0.0744, -0.0439], "lumo_energy_ha": [0.196, 0.162], "elements": ["I", "I", "P", "O", "O", "O", "C", "H"], "coordinates": [[-2.0497, 1.7595, 0.1335], [3.3341, 0.6922, 0.1368], [0.7307, 1.9924, 0.1013], [0.7897, 2.0805, -1.3577], [0.8868, 3.1555, 1.0235], [0.0614, -0.2697, 2.1810], [0.1688, 0.1559, 1.0388], [-0.2070, -0.4874, 0.2275]], "forces_ev_per_a": [[-1.518, 0.647, -0.224], [0.504, -0.022, 0.125], [-0.352, 0.078, 1.863], [-0.019, -0.478, -0.659], [0.130, -1.144, -0.249], [0.360, 0.593, 1.805], [0.404, -0.422, -2.274], [0.491, 0.747, -0.387]]}